1.
Formula: C4H2N4S
Source: the Open Molecules 2025 dataset
Level of theory: ωB97M-V/def2-TZVPD

The geometry in XYZ format:
```
11
Properties=species:S:1:pos:R:3
N -0.395 -2.203 -2.062
C -0.117 -1.509 -1.195
C 0.327 -0.519 -0.310
C 1.570 -0.473 0.238
S 1.654 0.745 1.479
N -0.067 1.246 1.236
N -0.587 0.399 0.118
C -1.840 0.538 -0.279
N -2.975 0.683 -0.446
H 2.423 -1.201 0.168
H 0.007 2.295 1.053
```

Computed properties:
SMILES ... N#CC1=CSNN1C#N
HOMO level ... -8.3 eV
Energy ... -770.69991 Eh
Gap between HOMO and LUMO ... 8.094 eV

=====

2.
Formula: C4H2NO2
Source: the Open Molecules 2025 dataset
Level of theory: ωB97M-V/def2-TZVPD

The geometry in XYZ format:
```
9
Properties=species:S:1:pos:R:3
C -1.732 0.670 -0.060
C -1.262 -0.658 0.313
C -0.026 -0.274 -0.682
C 2.236 -0.209 -0.005
N -0.519 1.043 -0.516
O 2.871 -1.193 -0.300
O -1.512 -1.381 1.259
H -2.641 1.144 0.034
H 2.585 0.858 -0.042
```

Computed properties:
HOMO level (spin up / spin down) ... -2.3 / -2.5 eV
Energy ... -358.67081 Eh
Gap between HOMO and LUMO (spin up / spin down) ... 6.657 / 6.791 eV
Net charge ... -1

=====

3.
Formula: C4H2NO3
Source: the Open Molecules 2025 dataset
Level of theory: ωB97M-V/def2-TZVPD

The geometry in XYZ format:
```
10
Properties=species:S:1:pos:R:3
C 0.712 -1.047 -0.744
C 0.107 0.321 -0.707
C 1.130 0.947 0.086
C -1.185 0.315 0.143
N 2.034 1.282 0.730
O -1.014 -0.414 1.227
O 0.663 -1.774 0.279
O -2.231 0.892 -0.136
H -0.013 0.762 -1.727
H -0.202 -1.284 0.849
```

Computed properties:
HOMO level ... -3.5 eV
Energy ... -434.09200 Eh
Gap between HOMO and LUMO ... 7.697 eV
Net charge ... -1

=====

4.
Formula: C4H2NO3
Source: the Open Molecules 2025 dataset
Level of theory: ωB97M-V/def2-TZVPD

The geometry in XYZ format:
```
10
Properties=species:S:1:pos:R:3
C -0.232 -0.888 -1.459
C 0.565 -0.413 0.436
C -0.574 -1.109 0.948
C 0.844 0.936 0.071
N -1.474 -1.727 1.308
O -0.205 1.771 -0.031
O -1.187 -0.178 -1.600
O 1.961 1.461 -0.181
H 1.338 -1.080 0.657
H -1.037 1.227 -0.148
```

Computed properties:
Expectation value of S² ... 2.017
HOMO level (spin up / spin down) ... -0.6 / -6.2 eV
Energy ... -434.00184 Eh
Multiplicity ... 3
Gap between HOMO and LUMO (spin up / spin down) ... 4.677 / 8.571 eV
Net charge ... -1

=====

5.
Formula: C4H2NaO4
Source: the Open Molecules 2025 dataset
Level of theory: ωB97M-V/def2-TZVPD

The geometry in XYZ format:
```
11
Properties=species:S:1:pos:R:3
O -2.715 0.818 0.529
C -1.767 0.085 0.234
O -1.808 -1.104 -0.105
O -0.506 0.719 0.317
O 2.878 -0.208 -0.172
C 3.662 -0.666 -0.882
C 1.760 0.652 0.008
C 0.568 0.037 -0.019
Na -4.584 -0.984 0.129
H 2.065 1.660 0.266
H 0.447 -1.011 -0.307
```

Computed properties:
HOMO level ... -12.9 eV
Energy ... -616.53933 Eh
Gap between HOMO and LUMO ... 7.512 eV
Net charge ... +1

=====

6.
Formula: C4H2O2
Source: the Open Molecules 2025 dataset
Level of theory: ωB97M-V/def2-TZVPD

The geometry in XYZ format:
```
8
Properties=species:S:1:pos:R:3
O 1.492 -2.308 1.292
C 0.601 -1.501 1.210
C 0.494 -0.441 0.212
C 0.155 0.480 -0.492
C -0.474 1.596 -1.193
O -1.615 1.898 -0.941
H -0.254 -1.491 1.909
H 0.123 2.143 -1.938
```

Computed properties:
SMILES ... O=CC#CC=O
HOMO level ... -11.0 eV
Energy ... -303.99361 Eh
Gap between HOMO and LUMO ... 9.749 eV

=====

7.
Formula: C4H2O2
Source: the Open Molecules 2025 dataset
Level of theory: ωB97M-V/def2-TZVPD

The geometry in XYZ format:
```
8
Properties=species:S:1:pos:R:3
O -2.839 -0.081 0.894
C -1.978 -0.389 0.117
C -0.682 0.263 -0.061
C 0.512 0.406 -0.149
C 1.972 0.388 -0.116
O 2.555 -0.552 0.364
H -2.052 -1.286 -0.518
H 2.512 1.251 -0.531
```

Computed properties:
SMILES ... O=CC#CC=O
HOMO level ... -10.9 eV
Energy ... -303.99311 Eh
Gap between HOMO and LUMO ... 10.243 eV

=====

8.
Formula: C4H2O2
Source: the Open Molecules 2025 dataset
Level of theory: ωB97M-V/def2-TZVPD

The geometry in XYZ format:
```
8
Properties=species:S:1:pos:R:3
C -0.427 -1.619 -0.235
C -1.614 -0.815 -0.190
C -2.754 -0.164 -0.089
C -0.192 -0.336 0.411
O -3.624 0.570 0.041
O 0.461 0.586 -0.440
H -0.065 -0.120 1.541
H 0.559 0.378 -1.350
```

Computed properties:
HOMO level ... -8.9 eV
Energy ... -303.90245 Eh
Gap between HOMO and LUMO ... 7.894 eV